No. 1
A cluster of 2 separate species, C2H4O2 in total. Source: the OMol25 dataset; level of theory: ωB97M-V with the def2-TZVPD basis set.

Each line ends with the Mulliken charge.
CARTESIAN COORDINATES (ANGSTROEM)
O  1.24  1.39  0.13  -0.39
C  0.15  0.93  -0.08  -0.07
C  -0.06  -0.23  -1.06  0.13
O  0.83  -0.67  -1.74  -0.39
H  -0.77  1.31  0.41  0.36
H  -1.10  -0.64  -1.11  0.34
H  0.19  -0.91  1.78  0.01
H  -0.49  -1.18  1.66  0.02

Output
max |F|	0.70	eV Å⁻¹
molar mass	60.1	g/mol
energy above the lowest of the compared OMol25 structures with the same formula, charge and spin	65.1	kcal/mol
energy	-6231.484	eV
HOMO energy	-10.16	eV
SMILES	O=CC=O.[H][H]

***

No. 2
A cluster of 2 separate species, C2H10N3 in total in a non-equilibrium geometry. Source: the OMol25 dataset; level of theory: ωB97M-V with the def2-TZVPD basis set.

Each line ends with the Mulliken charge.
CARTESIAN COORDINATES (ANGSTROEM)
C  0.67  -1.06  0.74  -1.00
C  1.06  0.09  -0.04  0.77
N  0.05  0.69  -0.69  -0.24
N  2.39  0.66  -0.09  -0.45
N  -2.42  0.19  -0.18  -0.89
H  0.91  -0.81  1.76  0.33
H  1.33  -1.89  0.50  0.35
H  -0.41  -1.34  0.53  0.28
H  0.09  1.57  -1.14  0.24
H  -0.86  0.23  -0.48  0.26
H  3.09  0.05  0.21  0.28
H  2.49  1.06  -1.00  0.28
H  -2.87  -0.68  -0.25  0.25
H  -2.45  0.45  0.79  0.30
H  -3.07  0.80  -0.65  0.24

Output
max |F|	5.69	eV Å⁻¹
molar mass	76.1	g/mol
energy above the lowest of the compared OMol25 structures with the same formula, charge and spin	12.1	kcal/mol
energy	-6700.516	eV
net charge	+1
HOMO energy	-15.23	eV

***

No. 3
The molecule C7H9N in a non-equilibrium geometry. Source: the OMol25 dataset; level of theory: ωB97M-V with the def2-TZVPD basis set.

Each line ends with the Mulliken charge.
CARTESIAN COORDINATES (ANGSTROEM)
C  2.16  0.55  1.55  -0.78
C  1.07  -0.21  1.42  -0.45
C  0.30  -0.20  0.18  -0.08
N  0.90  -0.32  -1.05  0.03
C  -0.04  -0.16  -2.04  -0.67
C  -1.24  0.02  -1.41  -0.56
C  -1.06  -0.03  0.00  1.03
C  -2.11  0.24  1.01  -1.32
H  2.58  1.19  0.79  0.28
H  2.69  0.56  2.50  0.27
H  0.76  -0.86  2.22  0.31
H  1.90  -0.43  -1.16  0.23
H  0.14  -0.22  -3.10  0.40
H  -2.21  0.11  -1.88  0.39
H  -3.11  0.41  0.64  0.34
H  -2.18  -0.55  1.76  0.30
H  -1.85  1.14  1.58  0.28

Output
max |F|	1.26	eV Å⁻¹
molar mass	107.2	g/mol
energy above the lowest of the compared OMol25 structures with the same formula, charge and spin	20.3	kcal/mol
energy	-8894.276	eV
HOMO energy	-7.79	eV
SMILES	C=Cc1[nH]ccc1C

***

> Look up the max |F| of the second one.

5.69 eV Å⁻¹

***

> Look up the molar mass of the second one.

76.1 g/mol